# 1
# C29H41BNO10PS

A cluster of 5 separate species, C29H41BNO10PS in total at a distorted geometry (ωB97M-V/def2-TZVPD, OMol25).

Geometry as XYZ:
```
84
C29H41BNO10PS ωB97M-V/def2-TZVPD
C 5.53649 0.00732 0.47620
O 5.19948 -0.72285 -0.71034
B 3.97538 -1.33571 -0.61954
O 3.80693 -2.38248 0.27202
C 2.78089 -0.77459 -1.49041
C 1.60548 -1.39079 -1.72649
P 1.14342 -3.04098 -1.04175
S -0.20775 -4.08654 -1.96769
C 0.58263 -0.69320 -2.58658
O -0.11039 -1.27852 -3.38183
C 0.53078 0.78295 -2.44252
O -0.64822 1.47203 -2.63310
C -1.48425 1.58634 -1.52806
O -1.73275 2.69696 -1.14580
C -2.05310 0.38783 -0.87822
C -2.31046 0.48949 0.49204
C -2.87843 -0.58093 1.15409
C -3.17713 -1.76225 0.48293
C -2.92329 -1.86201 -0.87845
C -2.37037 -0.78556 -1.55271
C 1.69850 1.42002 -2.23583
N 1.86284 2.78125 -2.18836
C 1.28235 3.50952 -1.31553
C 1.01029 3.07241 0.09265
C 0.92615 4.91957 -1.66687
C 2.94028 0.57960 -2.13474
O 3.98839 0.98941 -2.56207
H 4.76250 0.74622 0.69574
H 6.48513 0.50383 0.30180
H 5.63434 -0.65116 1.34047
H 4.32760 -3.13812 -0.02616
H 0.71994 -2.70111 0.25108
H 2.32063 -3.76419 -0.90022
H -2.09448 1.38312 1.05600
H -3.09349 -0.49887 2.20994
H -3.60475 -2.61439 0.99344
H -3.13808 -2.76062 -1.43689
H -2.20276 -0.86934 -2.61311
H 1.27129 2.02836 0.25087
H -0.00829 3.28087 0.40637
H 1.66072 3.67994 0.72933
H 0.94403 5.03645 -2.74564
H 1.68662 5.59960 -1.26974
H -0.03387 5.18616 -1.23460
C -1.62500 0.96876 5.77444
C -2.04442 1.62560 4.48655
O -1.59822 1.28284 3.41395
C -3.05557 2.74315 4.59148
H -0.90045 0.18625 5.56118
H -1.17261 1.69755 6.44064
H -2.49213 0.52844 6.26937
H -2.65991 3.54748 5.21342
H -3.97766 2.37188 5.04132
H -3.27399 3.13213 3.59937
C -0.38370 1.89422 10.86438
C -0.01129 1.08535 9.64605
O -0.45606 1.34521 8.55201
C 0.94283 -0.06429 9.85744
H -1.07166 2.68605 10.57854
H -0.86274 1.25411 11.60671
H 0.50963 2.33794 11.30636
H 0.51564 -0.78100 10.56040
H 1.88798 0.30299 10.26005
H 1.12813 -0.56184 8.90869
C -5.11022 -1.56127 -6.11851
C -3.80013 -1.10913 -5.51896
O -3.59358 -1.16340 -4.33066
C -2.75401 -0.58434 -6.47245
H -5.76817 -1.91339 -5.32775
H -5.58926 -0.73152 -6.64059
H -4.93714 -2.37158 -6.82844
H -3.13757 0.28519 -7.00886
H -2.48677 -1.35593 -7.19655
H -1.86739 -0.29726 -5.91099
C 1.29459 -3.59022 -5.49448
C 2.65768 -3.24497 -4.95526
O 2.96004 -3.47458 -3.80590
C 3.63116 -2.59464 -5.90859
H 0.69890 -4.04217 -4.70512
H 0.79325 -2.68594 -5.84405
H 1.39086 -4.28930 -6.32796
H 3.21957 -1.65333 -6.27620
H 3.81900 -3.25327 -6.75798
H 4.56919 -2.39680 -5.39482
```

Results
LUMO   -1.02 eV
SMILES   COB(O)C1=C([PH2]=S)C(=O)C(OC(=O)c2ccccc2)=C(N=C(C)C)C1=O.CC(C)=O.CC(C)=O.CC(C)=O.CC(C)=O
Total energy   -2701.20117 a.u.
Relative energy (zero: lowest compared OMol25 entry of this formula, charge and spin)   0.000 eV
Orbital gap   0.2568 hartree
HOMO   -8.01 eV


# 2
# C29H41Br10ClN3O5S2

A cluster of 6 separate species, C29H41Br10ClN3O5S2 in total at a distorted geometry (ωB97M-V/def2-TZVPD, OMol25).

Geometry as XYZ:
```
91
C29H41Br10ClN3O5S2 ωB97M-V/def2-TZVPD
O -0.80938 -4.25746 1.28005
C -1.62172 -3.56563 0.74275
O -1.64146 -3.45852 -0.62459
C -2.65025 -2.75045 1.51361
C -2.73417 -1.36267 0.86257
C -3.88788 -0.48801 1.46171
C -4.17443 0.59708 0.45110
C -3.38981 1.76313 0.39141
C -2.23624 2.00906 1.38384
C -0.80436 2.31942 0.87786
C 0.05659 1.04593 0.74540
S 1.82787 1.43503 0.85685
C 2.48804 -0.17851 1.05187
S 1.62569 -1.55043 0.86937
N 3.86585 -0.28375 1.37421
C 4.77150 -0.16739 0.34319
C 5.97355 -0.35641 1.01792
N 5.76909 -0.57251 2.33357
C 4.48183 -0.51868 2.56614
C -3.74544 2.73352 -0.54880
C -3.01479 4.04459 -0.68362
O -2.28512 4.20771 -1.62398
O -3.19513 4.99106 0.23127
C -4.83134 2.55795 -1.40776
C -5.54408 1.39940 -1.29953
N -5.22932 0.44596 -0.39679
C -6.11072 -0.73786 -0.36155
C -5.42465 -2.05268 -0.72724
O -5.49947 -2.97071 0.00921
Cl -4.53437 -2.19751 -2.23020
H -0.75557 -3.19078 -0.91150
H -2.25301 -2.71163 2.53728
H -3.61753 -3.25755 1.50318
H -2.86978 -1.43556 -0.21420
H -1.80690 -0.84147 1.10330
H -3.58750 -0.03847 2.40603
H -4.76706 -1.09836 1.66764
H -2.58310 2.84061 2.00676
H -2.11415 1.16761 2.06133
H -0.33672 2.93623 1.65205
H -0.76532 2.87574 -0.05808
H -0.16024 0.34052 1.54705
H -0.08073 0.61262 -0.23828
H 4.52794 -0.00210 -0.68466
H 6.91265 -0.31819 0.48817
H 3.94917 -0.66455 3.49012
H -2.64470 5.73840 -0.05993
H -5.08054 3.34596 -2.10461
H -6.39971 1.24064 -1.94219
H -6.90707 -0.58705 -1.09293
H -6.60428 -0.81191 0.60509
Br -1.97985 0.97531 -1.86496
C -1.38586 0.91979 -3.72396
C -1.63251 -0.44923 -4.29307
Br -0.31000 -1.70562 -3.62312
H -0.33856 1.20482 -3.73843
H -1.97036 1.67906 -4.24082
H -1.52074 -0.45030 -5.37524
H -2.61027 -0.84357 -4.03381
Br 8.38513 3.36370 1.22603
C 7.87769 3.95193 -0.55946
C 6.38913 3.85862 -0.75500
Br 5.82622 2.00955 -1.03126
H 8.43814 3.34660 -1.26456
H 8.21288 4.98286 -0.62776
H 6.08862 4.39196 -1.65327
H 5.82495 4.23351 0.09317
Br -0.26031 -6.54934 -3.09477
C -1.43179 -6.95651 -1.59334
C -1.42253 -8.42502 -1.26571
Br -2.47521 -9.44888 -2.54191
H -2.41842 -6.58761 -1.85470
H -1.03883 -6.37644 -0.76004
H -1.89170 -8.60172 -0.30017
H -0.42461 -8.85128 -1.26560
Br -3.32591 -3.20288 4.52841
C -2.89999 -4.63486 5.78183
C -2.50041 -5.88828 5.05102
Br -4.04629 -6.79932 4.30068
H -3.76925 -4.76857 6.41732
H -2.07219 -4.25856 6.37875
H -2.05120 -6.60056 5.73943
H -1.81630 -5.69912 4.22904
Br 7.85246 6.11194 -3.23274
C 7.87295 7.88308 -2.42366
C 9.27739 8.40202 -2.27948
Br 10.19397 7.54694 -0.79197
H 7.35343 7.80352 -1.47379
H 7.29660 8.51270 -3.09808
H 9.26868 9.46362 -2.04223
H 9.88315 8.23474 -3.16416
```

Results
Charge   +1
LUMO   -4.38 eV
Total energy   -28666.55946 a.u.
Orbital gap   0.2033 hartree
HOMO   -9.91 eV


# 3
# C29H41CaCl2N3O9P2

A structure of composition C29H41CaCl2N3O9P2 (ωB97M-V/def2-TZVPD, OMol25).

Geometry as XYZ:
```
87
C29H41CaCl2N3O9P2 ωB97M-V/def2-TZVPD
Ca -1.02282 0.94375 -0.32846
C 2.48222 0.83104 -0.95580
C 2.16169 1.28484 0.44502
C 1.69239 0.38462 1.39801
C 1.40483 0.78855 2.70328
C 0.94198 -0.22198 3.71666
C 1.59353 2.12259 3.03944
C 2.05415 3.04806 2.10547
C 2.23173 4.49494 2.47577
C 2.33336 2.61568 0.81757
H 1.62422 0.94688 -1.62453
H 2.77560 -0.21768 -0.97289
H 3.28955 1.42782 -1.38114
H 1.61490 -0.66339 1.14057
H 0.03666 -0.72583 3.37584
H 0.73971 0.24748 4.68021
H 1.69797 -0.99666 3.86585
H 1.39034 2.45039 4.05458
H 1.42114 5.09177 2.05386
H 3.16995 4.88904 2.08306
H 2.23177 4.63009 3.55718
H 2.69314 3.32933 0.08387
C -2.90057 5.70432 -0.15415
C -1.82517 4.65246 0.11845
O -0.70383 5.22019 0.78596
P -1.25197 3.90255 -1.46886
O -2.50501 3.38166 -2.11695
O -0.67459 5.12443 -2.31811
O -0.16566 2.90355 -1.16812
P -2.56915 3.33102 1.16180
O -1.30169 2.44324 1.62778
O -3.39966 3.79045 2.27364
O -3.21485 2.32206 0.11076
H -2.47853 6.49584 -0.77294
H -3.25701 6.12399 0.78852
H -3.75376 5.27337 -0.67772
H -1.03274 5.77704 1.50267
H -3.21123 2.71222 -0.82840
H 0.25846 5.26955 -2.12549
H -1.40008 2.08505 2.51957
Cl 1.85209 -4.78830 -2.14891
C 3.34067 -4.03573 -1.67769
C 4.48053 -4.30995 -2.41250
C 5.68019 -3.72534 -2.04132
C 5.72546 -2.85786 -0.96509
C 4.56848 -2.57331 -0.25589
Cl 4.66079 -1.40742 1.01892
C 3.34545 -3.17427 -0.57101
N 2.15419 -2.91427 0.11462
C 1.85835 -3.33833 1.40458
C 2.84709 -3.78469 2.28534
C 2.52620 -4.14035 3.58388
C 1.21721 -4.07181 4.03367
C 0.22653 -3.68870 3.14479
C 0.51511 -3.34006 1.83285
C -0.61726 -3.08776 0.85948
C -0.74326 -1.62521 0.45480
O -1.43585 -0.84516 1.15417
O -0.14445 -1.23669 -0.59414
H 4.42103 -4.98368 -3.25517
H 6.58131 -3.93981 -2.59959
H 6.64851 -2.37608 -0.67518
H 1.38860 -2.54974 -0.43893
H 3.87278 -3.85502 1.95406
H 3.31394 -4.47405 4.24744
H 0.96612 -4.34152 5.05065
H -0.80979 -3.67911 3.46276
H -1.55278 -3.38516 1.33013
H -0.46404 -3.69151 -0.03793
C -4.83992 0.05687 -3.60404
C -4.06952 -1.05953 -2.90746
C -5.02251 -1.92463 -2.09105
C -3.33058 -1.92341 -3.93279
N -3.15320 -0.45486 -1.91894
N -2.08296 0.32481 -2.44092
H -5.58265 -0.36501 -4.28231
H -4.17953 0.69278 -4.19676
H -5.35047 0.67969 -2.86884
H -5.76179 -2.39443 -2.73996
H -5.53972 -1.31936 -1.34648
H -4.47924 -2.71882 -1.57187
H -4.04326 -2.42178 -4.59126
H -2.73329 -2.69209 -3.43603
H -2.67232 -1.33007 -4.57107
H -2.73174 -1.19915 -1.37064
H -2.45054 1.20392 -2.79815
H -1.57094 -0.14836 -3.18204
```

Results
LUMO   0.38 eV
Total energy   -4252.25508 a.u.
Relative energy (zero: lowest compared OMol25 entry of this formula, charge and spin)   0.701 eV
Orbital gap   0.3035 hartree
HOMO   -7.87 eV


# 4
# C29H41GaN3O8P2S2

A structure of composition C29H41GaN3O8P2S2 at a distorted geometry (ωB97M-V/def2-TZVPD, OMol25).

Geometry as XYZ:
```
86
C29H41GaN3O8P2S2 ωB97M-V/def2-TZVPD
Ga 0.31953 0.18932 -1.23651
C 0.80907 5.55270 0.10658
C -0.40431 4.77935 -0.15601
C -1.69588 5.58865 -0.43892
O -0.63897 3.94420 1.00138
P -0.52784 2.39207 0.91476
O 0.34554 1.91375 -0.26467
C -2.25303 1.90548 0.84359
P -2.15526 0.09191 0.84097
O -0.83963 -0.43344 0.33505
O -3.23463 -0.36983 -0.22033
C -4.69077 0.12434 -0.34528
C -4.81968 1.11875 -1.41573
C -5.54525 -1.12685 -0.44735
O -2.58680 -0.41869 2.26680
C -2.77014 -1.83293 2.87129
C -4.19868 -1.93169 3.51582
C -1.55068 -2.10499 3.72594
O -0.25967 1.83761 2.30648
C 1.06832 1.71140 2.97574
C 1.43251 0.24922 2.80956
C 2.12162 2.70964 2.60462
H 0.89780 6.39283 -0.55392
H 1.71719 5.00946 0.12364
H 0.74084 5.91233 1.14063
H -0.24335 4.16506 -1.05293
H -1.81535 6.41025 0.32083
H -2.59822 5.00913 -0.42546
H -1.58055 6.01784 -1.44151
H -2.69019 2.10507 -0.06260
H -2.72656 2.32331 1.76294
H -4.82820 0.63269 0.59507
H -4.81331 0.69524 -2.43480
H -4.14752 1.94489 -1.24761
H -5.82232 1.52200 -1.30163
H -5.06537 -1.74949 -1.15887
H -6.52080 -0.86460 -0.91432
H -5.64457 -1.54556 0.53825
H -2.76818 -2.49943 1.99243
H -4.36817 -1.32444 4.42759
H -4.38375 -2.94797 3.77943
H -4.98382 -1.64821 2.84767
H -1.42834 -1.48712 4.57049
H -0.64235 -1.92528 2.96398
H -1.58979 -3.16878 4.06856
H 0.76105 1.91912 4.04934
H 1.80548 0.03749 1.83030
H 0.56062 -0.44001 3.08841
H 2.30204 -0.02940 3.49724
H 2.39304 2.55750 1.58133
H 3.00606 2.62957 3.26660
H 1.76676 3.75018 2.69455
O 2.89680 1.54481 -1.87622
S 3.31893 0.51826 -1.01443
O 3.87777 0.82931 0.32322
N 1.97947 -0.43992 -0.77450
C 2.08703 -1.80216 -0.61298
C 3.06205 -2.54316 0.07708
C 2.96866 -3.90325 0.02894
C 2.08255 -4.65064 -0.66808
C 1.10257 -3.94160 -1.30867
C -0.02219 -4.52189 -1.88879
C -1.04193 -3.81236 -2.43986
C -0.92015 -2.39910 -2.47170
N 0.04097 -1.77577 -1.81693
C 1.11367 -2.51287 -1.31040
C 4.48105 -0.50631 -1.88398
C 5.70863 -0.78221 -1.22784
C 6.58626 -1.76610 -1.77886
C 6.23270 -2.40963 -2.96486
C 5.01414 -2.00722 -3.60546
C 4.12921 -1.06179 -3.08351
H 3.82898 -2.02704 0.57357
H 3.74556 -4.51511 0.52062
H 2.08747 -5.72329 -0.59966
H -0.17896 -5.61876 -1.81020
H -1.92029 -4.23551 -2.96788
H -1.65738 -1.72368 -2.92836
H 5.89217 -0.20272 -0.30441
H 7.65120 -1.99234 -1.45073
H 6.90330 -3.13485 -3.39309
H 4.76731 -2.55761 -4.49566
H 3.25365 -0.72739 -3.65280
S -2.13292 2.53779 -4.43053
C -1.37598 1.60474 -3.33155
N -0.77786 0.96567 -2.57087
```

Results
Charge   +1
LUMO   -2.86 eV
Total energy   -5299.76660 a.u.
Relative energy (zero: lowest compared OMol25 entry of this formula, charge and spin)   2.641 eV
Orbital gap   0.2937 hartree
HOMO   -10.85 eV


# 5
# C29H42AsN6PbS

A structure of composition C29H42AsN6PbS at a distorted geometry (ωB97M-V/def2-TZVPD, OMol25).

Geometry as XYZ:
```
80
C29H42AsN6PbS ωB97M-V/def2-TZVPD
Pb 1.40341 11.99615 13.93241
C 1.98657 16.95602 13.73120
C 1.79438 15.45828 13.60005
N 1.14049 14.69533 14.43480
N 0.37550 15.25869 15.38989
C 0.08458 14.36852 16.44796
N -0.54022 14.98289 17.43781
S 0.41231 12.68535 16.55268
C 2.43916 14.79049 12.41344
C 2.95748 15.58665 11.35907
C 3.55737 14.89638 10.27200
C 3.65135 13.55216 10.25963
C 3.06350 12.84779 11.31131
N 2.47917 13.46067 12.32931
H 1.71434 17.38240 14.72694
H 1.29314 17.38306 13.01062
H 2.99736 17.19839 13.52356
H -0.63613 16.04584 17.45277
H -0.76218 14.53737 18.32821
H 2.97802 16.66423 11.51055
H 4.04342 15.52442 9.53961
H 4.08824 13.04943 9.46552
H 3.01568 11.73722 11.39467
C 8.40228 12.46294 16.10062
C 7.25262 12.42952 17.23401
C 7.43741 11.18813 18.10876
C 7.39474 13.63281 18.12678
C 5.88723 12.44290 16.51405
C 5.02809 13.55525 16.53482
C 3.85688 13.42678 15.80400
N 3.53788 12.36353 15.05707
C 4.40681 11.32092 15.05504
C 5.58306 11.29405 15.75733
C 3.94834 10.09306 14.32498
C 4.88416 9.28250 13.62624
C 4.39494 8.18036 12.95225
C 3.00057 7.83105 13.16208
C 2.17325 8.70980 13.84102
N 2.65055 9.84075 14.34209
C 5.30705 7.35014 12.03683
C 4.61512 5.99275 11.66099
C 6.68478 7.08014 12.77009
C 5.59783 8.19376 10.78749
H 9.37812 12.56779 16.58784
H 8.28142 13.38273 15.45919
H 8.42020 11.59253 15.43507
H 8.42109 11.19063 18.53058
H 7.42581 10.25197 17.53744
H 6.75399 11.09286 18.93475
H 8.35788 13.62138 18.63612
H 6.56509 13.68928 18.82584
H 7.28709 14.53075 17.49889
H 5.36313 14.46815 16.97486
H 3.20883 14.27930 15.74363
H 6.23404 10.43394 15.84650
H 5.92967 9.49328 13.65519
H 2.57469 6.88263 12.78615
H 1.09491 8.49329 13.95013
H 4.47669 5.27793 12.47050
H 5.17577 5.36531 10.95272
H 3.65975 6.10605 11.17712
H 6.55539 6.82921 13.81127
H 7.29091 8.01813 12.72490
H 7.17390 6.26638 12.22643
H 4.72493 8.44316 10.18669
H 6.29158 7.71079 10.09213
H 6.04143 9.18124 11.08197
C -1.85189 5.86517 17.44811
As 0.00082 6.30016 17.91043
C 1.10410 5.15050 16.91874
C 0.42861 6.21070 19.75901
H -2.10899 4.88578 17.88770
H -1.95765 5.88548 16.36378
H -2.49661 6.56557 17.96441
H 0.77039 4.16237 17.25054
H 2.15536 5.28619 17.22253
H 0.94684 5.25403 15.88161
H 1.12780 5.39490 20.01139
H -0.47572 5.98605 20.33793
H 0.78764 7.11654 20.21068
```

Results
Charge   +3
LUMO (alpha / beta)   -9.99 / -10.02 eV
Total energy   -4284.65206 a.u.
Relative energy (zero: lowest compared OMol25 entry of this formula, charge and spin)   1.431 eV
Orbital gap (alpha / beta)   0.2251 / 0.2251 hartree
HOMO (alpha / beta)   -16.12 / -16.15 eV